Entry one
{
  "formula": "CH3Cl2OP",
  "method": "ωB97M-V/def2-TZVPD",
  "elements": ["P", "O", "C", "Cl", "Cl", "H", "H", "H"],
  "positions_angstrom": [[-1.378, -0.264, 0.838], [-0.293, 0.056, -0.563], [0.969, -0.186, -0.568], [1.942, 1.322, -0.212], [1.424, -1.246, 0.771], [-2.359, -0.256, 0.004], [-1.591, 1.238, 1.155], [1.285, -0.663, -1.425]],
  "mulliken_charge": [0.092, -0.311, 0.148, -0.193, -0.195, 0.045, 0.090, 0.323],
  "homo_energy_ev": -10.3,
  "charge": 0,
  "orbital_gap_ev": 10.60,
  "spin_multiplicity": 1
}

Entry two
{
  "formula": "CH3Cl2OP",
  "method": "ωB97M-V/def2-TZVPD",
  "elements": ["O", "C", "P", "Cl", "Cl", "H", "H", "H"],
  "positions_angstrom": [[-1.218, -0.568, -0.050], [-0.313, 0.657, 0.346], [1.493, 0.180, 0.296], [1.508, -1.610, 1.196], [1.127, -0.568, -1.596], [-1.289, -0.504, -1.087], [-0.528, 1.484, -0.408], [-0.780, 0.929, 1.302]],
  "mulliken_charge": [-0.493, -0.392, 0.284, -0.147, -0.219, 0.317, 0.341, 0.309],
  "homo_energy_ev": -10.0,
  "charge": 0,
  "orbital_gap_ev": 10.30,
  "spin_multiplicity": 1
}

Which structure is the least stable? The one labeled entry one.

Entry one
{
  "formula": "C2H5NO3",
  "method": "ωB97M-V/def2-TZVPD",
  "elements": ["C", "C", "N", "O", "O", "O", "H", "H", "H", "H", "H"],
  "positions_angstrom": [[0.935, -0.274, -1.016], [-0.281, 0.247, -0.339], [-0.045, 0.944, 0.965], [1.072, 0.913, 1.410], [-1.030, 1.592, 1.326], [-1.246, -1.535, 0.544], [1.813, -0.143, -0.266], [0.966, 0.301, -1.886], [0.920, -1.380, -1.301], [-1.356, 0.411, -0.623], [-1.749, -1.077, 1.185]],
  "mulliken_charge": [-0.949, 0.104, 0.924, -0.567, -0.514, -0.625, 0.332, 0.297, 0.288, 0.424, 0.286],
  "homo_energy_ev": [-10.6, -10.6],
  "charge": 0,
  "orbital_gap_ev": [8.60, 8.60],
  "spin_multiplicity": 1
}

Entry two
{
  "formula": "C2H5NO3",
  "method": "ωB97M-V/def2-TZVPD",
  "elements": ["O", "C", "N", "C", "O", "H", "H", "H", "O", "H", "H"],
  "positions_angstrom": [[-2.094, 1.859, -1.775], [-1.395, 0.888, -1.725], [-0.815, 0.415, -0.521], [0.553, 0.406, -0.338], [1.323, 0.226, -1.246], [-1.005, 0.419, -2.637], [-1.425, 0.681, 0.243], [0.909, 0.406, 0.700], [1.505, -2.025, 2.212], [1.835, -1.178, 2.540], [0.608, -2.098, 2.546]],
  "mulliken_charge": [-0.451, 0.047, -0.191, 0.238, -0.496, 0.346, 0.284, 0.226, -0.642, 0.317, 0.321],
  "homo_energy_ev": -10.5,
  "charge": 0,
  "orbital_gap_ev": 10.89,
  "spin_multiplicity": 1
}

Which structure is the least stable? The one labeled entry one.

Entry one
{
  "formula": "C2H5NO3",
  "method": "ωB97M-V/def2-TZVPD",
  "elements": ["C", "C", "N", "O", "O", "O", "H", "H", "H", "H", "H"],
  "positions_angstrom": [[1.460, -0.185, 0.410], [0.376, -0.146, -0.672], [-2.240, 0.148, 0.311], [-1.755, 1.229, 0.431], [-3.192, -0.475, 0.601], [-0.500, -1.024, -0.617], [2.236, 0.402, -0.056], [0.982, 0.300, 1.225], [1.855, -1.148, 0.624], [0.814, 0.033, -1.702], [-0.037, 0.867, -0.555]],
  "mulliken_charge": [-0.869, -0.138, 0.790, -0.403, -0.405, -0.431, 0.278, 0.256, 0.303, 0.351, 0.269],
  "homo_energy_ev": [-9.7, -10.1],
  "charge": 0,
  "orbital_gap_ev": [8.32, 9.03],
  "spin_multiplicity": 1
}

Entry two
{
  "formula": "C2H5NO3",
  "method": "ωB97M-V/def2-TZVPD",
  "elements": ["N", "C", "O", "H", "H", "H", "O", "C", "O", "H", "H"],
  "positions_angstrom": [[1.134, -1.942, 0.471], [0.866, -1.498, -0.791], [1.623, -1.572, -1.727], [1.941, -2.543, 0.592], [0.354, -2.082, 1.096], [-0.113, -0.987, -0.822], [-1.791, 0.723, 0.559], [-1.377, 1.759, 0.143], [-0.765, 2.652, 0.948], [-1.478, 2.112, -0.895], [-0.394, 3.378, 0.425]],
  "mulliken_charge": [-0.361, 0.183, -0.552, 0.233, 0.244, 0.246, -0.454, 0.265, -0.418, 0.270, 0.344],
  "homo_energy_ev": -10.0,
  "charge": 0,
  "orbital_gap_ev": 10.46,
  "spin_multiplicity": 1
}

Which structure is the least stable? The one labeled entry one.

Entry one
{
  "formula": "C3H8NO2",
  "method": "ωB97M-V/def2-TZVPD",
  "elements": ["N", "C", "C", "O", "C", "O", "H", "H", "H", "H", "H", "H", "H", "H"],
  "positions_angstrom": [[-1.254, -0.533, 0.884], [0.006, -0.532, 0.073], [-0.299, -0.686, -1.462], [0.794, -1.044, -2.171], [0.762, 0.783, 0.178], [1.405, 1.015, 1.451], [-1.043, -0.355, 1.862], [-1.630, 0.374, 0.600], [0.700, -1.304, 0.405], [-1.098, -1.465, -1.539], [-0.703, 0.301, -1.810], [1.568, 0.882, -0.542], [0.047, 1.586, -0.072], [0.745, 0.978, 2.143]],
  "mulliken_charge": [-0.743, 0.227, -0.571, -0.889, -0.634, -0.520, 0.258, 0.312, 0.328, 0.275, 0.128, 0.295, 0.268, 0.266],
  "homo_energy_ev": -2.2,
  "charge": -1,
  "orbital_gap_ev": 5.88,
  "spin_multiplicity": 1
}

Entry two
{
  "formula": "C3H8NO2",
  "method": "ωB97M-V/def2-TZVPD",
  "elements": ["N", "C", "C", "O", "C", "O", "H", "H", "H", "H", "H", "H", "H", "H"],
  "positions_angstrom": [[-0.193, 0.655, -1.389], [0.281, 0.444, 0.001], [-0.738, 0.908, 1.051], [-0.642, 0.332, 2.260], [0.508, -1.070, 0.253], [1.484, -1.710, -0.585], [-0.108, -0.185, -1.898], [-1.070, 1.150, -1.460], [1.271, 0.896, 0.122], [-0.693, 2.050, 1.126], [-1.742, 0.811, 0.562], [0.862, -1.189, 1.271], [-0.475, -1.557, 0.176], [1.256, -1.535, -1.490]],
  "mulliken_charge": [-0.564, 0.540, -0.661, -0.868, -0.759, -0.516, 0.116, 0.229, 0.170, 0.230, 0.174, 0.292, 0.325, 0.292],
  "homo_energy_ev": -2.3,
  "charge": -1,
  "orbital_gap_ev": 6.16,
  "spin_multiplicity": 1
}

Which structure is the least stable? The one labeled entry two.

Entry one
{
  "formula": "C10H19N5O5",
  "method": "ωB97M-V/def2-TZVPD",
  "elements": ["H", "N", "C", "N", "N", "C", "C", "C", "C", "N", "C", "O", "C", "N", "C", "C", "O", "O", "C", "O", "O", "H", "H", "H", "H", "H", "H", "H", "H", "H", "H", "H", "H", "H", "H", "H", "H", "H", "H"],
  "positions_angstrom": [[0.682, -0.362, -4.807], [0.540, 0.605, -4.524], [0.729, 0.668, -3.291], [1.221, -0.343, -2.491], [0.515, 1.868, -2.663], [-0.030, 1.968, -1.310], [-1.495, 1.508, -1.244], [-1.869, 0.949, 0.121], [-1.677, -0.562, 0.269], [-0.278, -0.984, -0.039], [0.766, -1.178, 0.780], [1.887, -1.164, 0.315], [0.530, -1.487, 2.277], [1.498, -2.452, 2.759], [0.517, -0.176, 3.120], [1.723, 0.658, 2.889], [2.821, 0.484, 3.338], [1.487, 1.662, 2.009], [-2.623, -1.366, -0.575], [-3.834, -1.120, -0.628], [-2.096, -2.422, -1.202], [1.668, -1.115, -2.983], [1.813, 0.059, -1.774], [0.101, 2.565, -3.308], [0.012, 3.034, -1.050], [0.628, 1.483, -0.573], [-2.119, 2.392, -1.451], [-1.753, 0.804, -2.103], [-1.310, 1.493, 0.922], [-2.940, 1.088, 0.306], [-1.916, -0.815, 1.324], [0.064, -0.892, -0.988], [-0.444, -1.995, 2.401], [1.562, -2.412, 3.780], [2.378, -2.101, 2.389], [-0.415, 0.390, 2.939], [0.469, -0.434, 4.199], [2.321, 2.101, 1.874], [-1.136, -2.395, -1.009]],
  "mulliken_charge": [0.207, -0.805, 0.375, -0.488, -0.282, -0.615, -0.617, -0.852, 0.675, -0.530, -0.037, -0.651, 0.049, -0.710, -0.369, 0.346, -0.569, -0.374, 0.126, -0.609, -0.552, 0.195, 0.266, 0.315, 0.456, 0.090, 0.403, 0.335, 0.196, 0.521, 0.388, 0.667, 0.321, 0.306, 0.323, 0.242, 0.483, 0.290, 0.486],
  "homo_energy_ev": -9.0,
  "charge": 0,
  "orbital_gap_ev": 9.37,
  "spin_multiplicity": 1
}

Entry two
{
  "formula": "C10H19N5O5",
  "method": "ωB97M-V/def2-TZVPD",
  "elements": ["H", "N", "C", "N", "N", "C", "C", "C", "C", "N", "C", "O", "N", "C", "C", "C", "O", "O", "C", "O", "O", "H", "H", "H", "H", "H", "H", "H", "H", "H", "H", "H", "H", "H", "H", "H", "H", "H", "H"],
  "positions_angstrom": [[-7.585, 0.680, -0.425], [-6.884, 0.011, -0.728], [-5.726, 0.333, -0.299], [-5.387, 1.421, 0.506], [-4.653, -0.461, -0.552], [-3.343, -0.417, 0.113], [-2.287, 0.402, -0.565], [-0.893, 0.391, 0.074], [-0.065, -0.890, -0.140], [-0.795, -2.082, 0.323], [1.263, -0.708, 0.653], [1.445, -1.118, 1.778], [2.232, 0.050, 0.046], [3.435, 0.475, 0.768], [4.471, -0.635, 0.649], [4.918, -0.779, -0.778], [4.596, -0.009, -1.653], [5.704, -1.885, -0.918], [3.931, 1.776, 0.160], [3.280, 2.460, -0.616], [5.208, 2.098, 0.513], [-4.615, 1.922, 0.109], [-6.185, 2.031, 0.632], [-4.777, -1.217, -1.200], [-3.517, -0.040, 1.138], [-3.063, -1.499, 0.174], [-2.199, 0.086, -1.597], [-2.524, 1.468, -0.641], [-0.345, 1.239, -0.372], [-0.961, 0.525, 1.174], [0.180, -1.030, -1.224], [-0.825, -1.949, 1.328], [-0.181, -2.880, 0.147], [2.108, 0.575, -0.812], [3.209, 0.731, 1.797], [5.386, -0.492, 1.217], [4.012, -1.570, 0.974], [5.952, -1.936, -1.849], [5.481, 2.922, 0.098]],
  "mulliken_charge": [0.201, -0.749, 0.465, -0.472, -0.141, -0.778, -0.378, -0.855, -0.009, -0.634, 0.250, -0.655, -0.158, 0.040, -1.157, 0.653, -0.530, -0.450, 0.285, -0.606, -0.452, 0.159, 0.285, 0.242, 0.376, 0.305, 0.202, 0.318, 0.326, 0.354, 0.351, 0.299, 0.298, 0.324, 0.652, 0.489, 0.427, 0.353, 0.368],
  "homo_energy_ev": -8.3,
  "charge": 0,
  "orbital_gap_ev": 8.75,
  "spin_multiplicity": 1
}

Which structure is the least stable? The one labeled entry one.

Entry one
{
  "formula": "C6H7P",
  "method": "ωB97M-V/def2-TZVPD",
  "elements": ["C", "P", "C", "C", "C", "C", "C", "H", "H", "H", "H", "H", "H", "H"],
  "positions_angstrom": [[-3.983, -0.941, 0.790], [-2.413, -0.485, 0.912], [-0.791, -0.600, -0.061], [0.337, 0.072, 0.096], [0.810, 1.111, 1.144], [1.353, -0.529, -0.759], [1.434, -0.346, -2.065], [-4.763, -0.533, 1.407], [0.498, 2.073, 0.701], [1.932, 0.984, 1.074], [0.417, 0.904, 2.155], [2.082, -1.108, -0.178], [2.275, -0.858, -2.509], [0.812, 0.257, -2.706]],
  "mulliken_charge": [-0.479, 0.191, -0.479, 0.589, -1.004, -0.255, -0.672, 0.269, 0.273, 0.323, 0.360, 0.335, 0.251, 0.297],
  "homo_energy_ev": [-8.3, -8.2],
  "charge": 0,
  "orbital_gap_ev": [7.57, 7.28],
  "spin_multiplicity": 1
}

Entry two
{
  "formula": "C6H7P",
  "method": "ωB97M-V/def2-TZVPD",
  "elements": ["C", "C", "C", "P", "C", "C", "C", "H", "H", "H", "H", "H", "H", "H"],
  "positions_angstrom": [[2.581, 0.441, -0.276], [1.547, -0.350, -0.515], [0.158, -0.224, -0.340], [-0.859, -1.729, 0.040], [-2.222, -0.609, 0.429], [-1.906, 0.678, 0.215], [-0.572, 0.859, -0.144], [3.622, 0.121, -0.429], [2.393, 1.515, -0.069], [1.666, -1.449, -0.901], [-0.154, -1.568, 1.223], [-3.303, -0.928, 0.672], [-2.688, 1.347, 0.313], [-0.262, 1.896, -0.217]],
  "mulliken_charge": [-0.721, -0.058, 0.262, -0.158, -0.377, -0.400, -0.340, 0.260, 0.209, 0.170, 0.079, 0.297, 0.446, 0.333],
  "homo_energy_ev": -8.4,
  "charge": 0,
  "orbital_gap_ev": 8.55,
  "spin_multiplicity": 1
}

Which structure is the least stable? The one labeled entry one.